Computed, not measured: a molecular structure, C14H46BBaN3O23P4 in a non-equilibrium geometry, with ωB97M-V with the def2-TZVPD basis set.

## Properties
Gap between HOMO and LUMO (Eh): 0.200
HOMO level (eV): -6.99

Last column: Löwdin charge in e.
Positions of all 92 atoms, in Å:
O1 6.115 -2.606 -0.347  -0.216
O2 3.862 -1.471 0.478  -0.280
O3 0.838 -5.314 4.974  -0.025
O4 -3.352 -1.060 4.544  0.013
C1 5.235 -1.786 3.351  -0.121
H1 5.773 -1.375 4.205  0.090
B1 -4.535 -2.894 -0.835  -0.456
C2 1.212 3.073 5.146  -0.111
C3 -7.301 2.375 0.125  -0.065
H2 1.506 5.540 -0.067  0.090
O5 1.257 0.495 -6.254  -0.223
H3 1.763 2.223 4.742  0.087
H4 5.044 -2.829 3.603  0.098
H5 3.469 5.367 3.947  0.084
O6 -4.047 2.186 0.095  -0.266
P1 1.449 3.644 2.688  0.418
H6 -4.438 -2.087 -1.544  -0.106
H7 6.805 1.228 -0.974  0.084
P2 -4.797 3.438 0.363  0.452
H8 1.529 3.730 0.079  0.078
O7 0.988 4.032 4.152  -0.198
O8 -4.188 4.309 1.587  -0.204
C4 3.567 5.206 2.874  -0.086
O9 0.792 4.763 1.707  -0.235
H9 -4.854 4.889 3.420  0.094
H10 -2.159 -1.574 -5.645  0.088
O10 -0.333 -1.499 -6.463  -0.231
O11 0.241 -3.406 4.382  -0.105
O12 -1.219 0.831 -6.113  -0.198
H11 5.162 1.066 -1.243  0.082
O13 3.049 3.894 2.582  -0.217
H12 -6.719 1.502 -0.171  0.085
H13 -1.232 2.049 -7.761  0.092
H14 2.304 -1.163 -5.484  0.080
H15 7.861 -2.502 0.738  0.083
O14 6.038 -0.141 0.370  -0.243
P3 5.360 -1.567 0.661  0.511
O15 1.012 2.294 2.261  -0.257
N1 1.108 -6.445 -1.825  -0.447
H16 -0.963 0.382 -8.232  0.093
O16 -6.384 3.346 0.721  -0.239
H17 -5.924 4.548 -2.616  0.091
H18 -5.224 3.223 3.082  0.084
H19 -2.017 -2.402 -7.214  0.089
O17 5.920 -2.013 2.166  -0.239
H20 -5.494 2.850 -2.128  0.081
C5 -4.200 -2.570 6.030  0.042
O18 -0.071 -0.371 -4.132  -0.222
C6 -5.159 3.884 -2.212  -0.106
H21 -5.272 -2.763 6.065  0.108
H22 1.755 -7.622 -0.135  0.110
H23 4.299 -1.249 3.195  0.088
C7 2.141 -6.962 -0.911  0.032
H24 2.603 -6.133 -0.376  0.094
P4 -0.127 -0.168 -5.570  0.418
H25 -3.644 -3.501 -0.881  -0.124
O19 -4.689 4.357 -0.957  -0.223
C8 0.982 4.651 0.283  -0.087
H26 2.854 -0.659 -7.089  0.089
H27 8.110 -2.906 -0.932  0.089
H28 3.189 0.294 -5.650  0.084
H29 0.282 2.729 5.598  0.097
C9 6.031 0.460 -0.989  -0.048
H30 1.774 3.511 5.971  0.093
O20 0.477 -4.814 2.942  -0.066
H31 4.619 5.375 2.642  0.091
H32 0.065 4.533 -0.294  0.088
O21 0.706 -7.207 -2.652  0.091
H33 -4.389 3.870 -2.983  0.088
C10 7.417 -3.036 -0.101  -0.139
H34 2.932 -7.422 -1.504  0.098
H35 -4.713 -2.459 0.136  -0.112
H36 -2.514 0.908 -7.779  0.091
N2 -3.786 -1.203 5.709  -0.432
H37 6.161 -0.361 -1.693  0.083
C11 2.429 -0.308 -6.148  -0.130
C12 -1.530 -2.221 -6.257  -0.100
H38 -7.987 1.903 0.828  0.087
C13 -1.466 1.016 -7.502  -0.102
H39 -5.394 -3.495 -1.093  -0.087
H40 -7.817 2.888 -0.687  0.090
N3 0.472 -4.566 4.100  -0.751
Ba1 -1.114 -1.460 0.557  1.749
H41 -3.625 -3.246 5.397  0.106
H42 -3.629 3.564 3.468  0.090
O22 -3.793 -0.318 6.543  0.069
H43 -1.425 -3.242 -5.892  0.097
H44 7.516 -4.098 0.126  0.091
O23 0.742 -5.276 -1.633  0.032
H45 2.955 5.959 2.378  0.083
H46 -3.773 -2.607 7.033  0.103
C14 -4.471 3.996 2.927  -0.121

Cartesian forces (eV/Å) of the 2 atoms listed first:
O -1.78 0.93 0.77
O 2.76 -0.79 0.37

Computed, not measured: a molecular structure, C14H46F4HgN2O17S4 in a non-equilibrium geometry, with ωB97M-V with the def2-TZVPD basis set.

## Properties
Gap between HOMO and LUMO (Eh): 0.156
HOMO level (eV): -9.39

Last column: Löwdin charge in e.
Positions of all 88 atoms, in Å:
H1 -2.361 -2.577 -2.365  0.078
H2 4.610 2.383 1.374  0.092
N1 1.026 3.242 2.538  -0.373
H3 -4.786 3.425 -1.329  0.111
C1 4.194 3.074 -4.139  -0.348
F1 2.636 4.893 2.537  -0.218
O1 -1.032 -1.088 0.345  -0.234
O2 -1.178 3.617 1.040  -0.224
H4 -0.153 -4.280 -3.466  0.113
O3 3.994 1.651 1.385  -0.067
H5 2.260 1.863 -4.176  0.092
C2 -3.066 0.389 -4.475  -0.338
H6 -5.580 2.797 0.876  0.064
F2 1.958 2.096 -0.349  -0.248
H7 5.929 -3.899 0.764  0.076
H8 -1.304 -3.493 -5.205  0.089
H9 -2.230 3.443 -0.299  0.009
O4 3.587 -3.105 1.726  -0.114
H10 -3.948 1.845 -1.055  0.105
H11 -1.165 -1.556 4.686  0.073
H12 6.579 -4.537 2.303  0.063
H13 -1.414 1.423 -3.518  0.062
H14 -2.951 2.210 -3.780  0.073
H15 -3.963 2.678 1.554  0.056
O5 -2.935 3.692 -0.901  -0.089
H16 -0.850 -1.930 -2.826  0.079
O6 -0.696 0.430 6.441  -0.096
Hg1 2.128 1.341 2.638  1.373
F3 -0.899 1.755 2.277  -0.217
H17 6.303 -2.898 2.256  0.062
O7 -0.319 1.513 -1.025  -0.219
N2 1.185 0.294 0.920  -0.380
C3 -1.206 -4.032 -3.333  -0.333
O8 4.106 -1.024 -2.114  -0.052
H18 -0.830 0.798 7.318  0.080
S1 0.418 -1.022 0.585  0.463
H19 -4.568 4.139 0.965  0.075
H20 -1.003 -3.042 -1.400  0.047
C4 -1.305 -2.837 -2.427  -0.098
H21 2.336 3.315 -3.266  0.089
H22 -3.056 -1.281 -5.433  0.069
H23 -1.965 -5.076 2.336  0.077
O9 0.492 5.622 3.193  -0.213
C5 5.891 -3.822 1.851  -0.075
H24 4.263 1.099 0.651  0.082
O10 1.123 5.156 0.778  -0.238
O11 -4.316 -4.144 1.944  -0.088
C6 -1.606 -0.594 4.423  -0.068
H25 -2.831 -3.649 0.620  0.102
H26 4.361 -3.514 3.486  0.105
H27 4.573 -0.320 -2.564  0.018
H28 -4.084 -5.068 1.821  0.074
C7 2.944 2.466 -3.578  -0.092
H29 -1.859 2.024 -5.188  0.085
H30 3.344 -3.526 0.898  0.074
H31 -2.662 -3.938 3.616  0.078
C8 -2.149 -4.052 2.661  -0.087
S2 1.064 4.727 2.195  0.456
S3 -0.649 3.341 2.341  0.553
H32 3.203 -0.713 -2.054  -0.032
H33 4.082 -4.944 2.569  0.104
O12 3.738 3.917 -5.155  -0.067
H34 4.700 3.736 -3.436  0.114
F4 0.444 -1.587 2.107  -0.218
H35 3.262 1.860 -2.729  0.040
O13 -2.406 -0.591 -5.277  -0.094
O14 1.164 -2.087 -0.086  -0.245
H36 -1.239 -3.478 2.838  0.049
H37 -3.437 0.009 -3.523  0.109
H38 -3.167 -2.362 1.795  0.101
O15 1.651 0.188 -1.784  -0.258
H39 -0.973 -0.084 3.696  0.024
O16 -1.420 3.703 3.511  -0.211
S4 0.944 0.811 -0.663  0.639
C9 -3.117 -3.441 1.651  -0.310
C10 -4.539 3.078 0.720  -0.084
O17 -1.911 -3.663 -4.481  -0.071
C11 -1.903 0.217 5.721  -0.292
C12 -4.051 2.882 -0.736  -0.311
H40 -1.646 -4.895 -2.833  0.108
H41 -3.897 0.656 -5.128  0.110
H42 4.521 4.411 -5.406  0.083
H43 -2.433 1.157 5.568  0.105
C13 -2.203 1.576 -4.256  -0.077
H44 4.861 2.285 -4.488  0.108
C14 4.475 -3.930 2.485  -0.295
H45 -2.559 -0.368 6.367  0.105
H46 -2.530 -0.782 3.876  0.078

Cartesian forces (eV/Å) of the 2 atoms listed first:
H -0.21 -0.04 0.06
H 0.08 0.57 0.28

Computed, not measured: 9 unconnected molecules or ions with the total composition C14H46N4O9 in a non-equilibrium geometry, with ωB97M-V with the def2-TZVPD basis set.

## Properties
Gap between HOMO and LUMO (Eh): 0.310
HOMO level (eV): -8.29
Relative energy (zero: lowest compared OMol25 entry of this formula, charge and spin) (kcal per mole): 110.4

Last column: Löwdin charge in e.
Positions of all 73 atoms, in Å:
O1 5.003 -4.759 0.409  -0.147
H1 -0.420 1.071 0.507  0.012
H2 1.798 -1.214 -3.362  0.077
H3 -5.988 1.805 -1.499  0.084
H4 2.139 -0.420 1.232  0.033
C1 2.796 0.494 3.052  -0.323
C2 -0.269 -1.299 -0.242  -0.548
H5 -1.297 3.336 -2.713  0.088
H6 0.738 4.379 -2.545  0.142
H7 -2.156 -1.313 0.654  0.100
C3 -2.752 -0.348 2.803  -0.360
H8 0.005 0.288 -1.382  0.090
H9 1.149 -2.496 2.044  0.054
H10 2.813 -0.624 4.553  0.083
H11 -5.184 2.539 -0.254  0.059
H12 -3.068 1.870 0.370  0.128
H13 3.817 -0.033 1.013  0.084
O2 3.042 -0.735 3.639  -0.056
N1 3.196 -3.839 -0.740  0.165
H14 -0.899 4.037 -4.281  0.124
H15 -2.096 -1.179 3.030  0.095
H16 -4.695 0.179 1.880  0.073
H17 1.453 1.706 -2.335  0.047
N2 3.761 -2.808 1.054  0.158
C4 2.590 -0.499 -3.594  -0.063
H18 1.221 -3.007 3.606  0.046
O3 1.452 0.825 -1.978  -0.119
O4 -2.830 0.343 3.994  -0.058
H19 -1.665 0.161 -0.697  0.086
H20 -3.852 0.502 -1.948  0.122
H21 -3.996 -1.287 1.281  0.052
H22 3.175 -4.633 -1.357  0.119
C5 4.017 -3.819 0.240  -0.646
H23 1.850 0.924 3.334  0.099
H24 0.114 1.849 -4.930  0.084
H25 -0.070 3.826 0.664  0.058
C6 -3.825 1.332 -1.270  -0.278
H26 -5.634 0.943 -0.062  0.058
H27 -0.322 -4.518 2.752  0.111
C7 -5.220 1.624 -0.756  -0.055
C8 0.561 -2.711 2.922  -0.137
H28 -4.682 -1.208 2.963  0.085
O5 -3.033 1.042 -0.153  -0.118
H29 2.451 -3.154 -0.891  0.078
C9 -0.041 2.910 0.176  -0.179
H30 2.231 0.083 -4.432  0.064
O6 0.727 3.490 -3.041  -0.113
H31 -0.470 1.049 -3.455  0.074
C10 -4.096 -0.719 2.174  -0.058
H32 3.477 -1.044 -3.868  0.073
H33 -0.769 2.831 -0.667  0.072
C11 -0.578 3.256 -3.550  -0.341
H34 -0.946 -2.568 1.165  0.071
O7 0.993 -1.806 -0.433  -0.116
N3 -1.217 -1.788 0.558  0.187
H35 -1.626 1.905 -4.614  0.074
N4 -0.685 -0.176 -0.737  0.133
O8 -0.507 -3.576 2.596  -0.117
C12 2.689 0.304 -2.314  -0.314
H36 2.979 -0.384 -1.504  0.098
H37 3.507 1.298 3.317  0.110
C13 -0.654 1.893 -4.156  -0.078
H38 4.447 -2.549 1.827  0.150
H39 -1.979 0.438 4.442  0.096
H40 1.005 2.875 -0.249  0.085
H41 2.647 1.299 1.021  0.075
H42 3.074 -2.099 0.920  0.025
H43 0.186 -1.785 3.229  0.061
H44 3.485 1.065 -2.310  0.127
H45 -3.413 2.123 -1.771  0.078
H46 -2.219 0.297 2.117  0.075
C14 2.883 0.331 1.506  -0.078
O9 -0.318 1.871 1.042  -0.123

Cartesian forces (eV/Å) of the 2 atoms listed first:
O -4.45 4.47 -0.53
H 0.20 -0.18 0.07